1:
Density functional theory data (ωB97M-V/def2-TZVPD) for a 2-piece molecular cluster, C2H8NO overall.

Last column: Mulliken charge in e.
CARTESIAN COORDINATES (ANGSTROEM)
1 O 1.9915 0.6071 -0.6427  -0.6747
2 H 0.5132 0.3647 0.0176  0.2897
3 H 2.3132 0.3364 -1.4924  0.3206
4 H 2.7844 0.5208 -0.0928  0.3366
5 C -1.1318 -0.9550 -0.6930  -0.7229
6 C -0.9105 0.4211 1.3221  -0.0440
7 N -0.4229 -0.0904 0.2710  0.0570
8 H -0.5185 -1.8520 -0.7592  0.3005
9 H -2.1110 -1.1870 -0.2902  0.3290
10 H -1.1221 -0.4335 -1.6418  0.3006
11 H -0.3639 1.0981 1.9686  0.2510
12 H -1.9116 0.1670 1.6662  0.2565

Calculated values
- molar mass (g mol⁻¹) = 62.09
- Kohn-Sham gap (eV) = 12.24
- 2S+1 = 1
- LUMO energy (Eh) = -0.1690
- total charge = +1
- highest occupied orbital energy (eV) = -16.84

***

2:
Density functional theory data (ωB97M-V/def2-TZVPD) for a 2-piece molecular cluster, C2H8NO overall.

Last column: Mulliken charge in e.
CARTESIAN COORDINATES (ANGSTROEM)
1 C -0.9032 -0.4876 -0.4110  -0.9418
2 C -0.0037 1.1974 1.1277  -0.2081
3 N 0.2756 -1.2711 -0.8106  -0.2497
4 O 1.2670 1.2785 0.7609  -0.4126
5 H -1.3082 0.1046 -1.2132  0.3440
6 H -1.6197 -1.0421 0.1674  0.3691
7 H -0.7045 1.9845 0.9087  0.3354
8 H -0.1784 0.5632 1.9816  0.3405
9 H 0.9967 -0.6470 -1.1980  0.3435
10 H 0.0456 -1.9774 -1.5283  0.3549
11 H 0.6730 -1.7543 0.0048  0.3600
12 H 1.4598 2.0512 0.2099  0.3649

Calculated values
- molar mass (g mol⁻¹) = 62.09
- Kohn-Sham gap (eV) = 9.29
- 2S+1 = 1
- LUMO energy (Eh) = -0.1357
- total charge = +1
- highest occupied orbital energy (eV) = -12.99

***

3:
Density functional theory data (ωB97M-V/def2-TZVPD) for a 2-piece molecular cluster, C2H8NO overall.

Last column: Mulliken charge in e.
CARTESIAN COORDINATES (ANGSTROEM)
1 N 0.8861 2.2882 1.1630  -0.5256
2 H -0.1630 2.4650 1.3833  0.4344
3 H 1.3865 3.3225 1.1301  0.4274
4 H 1.3660 1.5724 1.7385  0.3904
5 H 0.5720 1.7006 0.4078  0.2700
6 O 0.6216 -0.2372 -0.9991  -0.5539
7 C -0.1954 -1.0997 -1.4041  0.1623
8 C -0.8908 -2.0820 -0.4705  -0.7225
9 H -0.4426 -1.0793 -2.4688  0.3552
10 H -1.0518 -1.4771 0.5779  0.1957
11 H -0.2818 -2.9395 -0.1407  0.2713
12 H -1.8068 -2.4338 -0.9175  0.2953

Calculated values
- molar mass (g mol⁻¹) = 62.09
- Kohn-Sham gap (eV) = 9.32
- 2S+1 = 1
- LUMO energy (Eh) = -0.1632
- total charge = +1
- highest occupied orbital energy (eV) = -13.76

***

Most stable of them? 1.

***

1:
Density functional theory data (ωB97M-V/def2-TZVPD) for an isolated ion of composition CH4N3 and charge +1.

Last column: Mulliken charge in e.
CARTESIAN COORDINATES (ANGSTROEM)
1 N 0.6388 0.2572 0.1291  -0.3894
2 N 0.4695 -0.8608 -0.8779  -0.1293
3 C -0.2020 -0.4028 -2.0389  0.2222
4 N -0.9894 -1.0015 -1.1145  -0.3186
5 H 0.8355 1.2456 -0.2542  0.3880
6 H 1.3213 -0.0098 0.8998  0.3809
7 H -0.3548 0.2874 0.6089  0.4399
8 H -0.1089 0.0245 -2.9604  0.4063

Calculated values
- molar mass (g mol⁻¹) = 58.06
- Kohn-Sham gap (eV) = 10.61
- 2S+1 = 1
- LUMO energy (Eh) = -0.1976
- total charge = +1
- highest occupied orbital energy (eV) = -15.99

***

2:
Density functional theory data (ωB97M-V/def2-TZVPD) for an isolated ion of composition CH4N3 and charge +1.

Last column: Mulliken charge in e.
CARTESIAN COORDINATES (ANGSTROEM)
1 N 0.5944 0.2873 1.2075  -0.1838
2 C 0.0969 0.1352 0.0852  0.3724
3 N -0.6772 0.3619 -0.9119  -0.0498
4 N -0.1073 -0.9582 -1.1627  -0.3133
5 H 0.7499 1.2202 1.5497  0.2900
6 H 0.9361 -0.3325 1.8955  0.2711
7 H -0.8078 1.0798 -1.6454  0.3217
8 H -0.7851 -1.7936 -1.0178  0.2916

Calculated values
- molar mass (g mol⁻¹) = 58.06
- Kohn-Sham gap (eV) = 10.87
- 2S+1 = 1
- LUMO energy (Eh) = -0.1694
- total charge = +1
- highest occupied orbital energy (eV) = -15.48

***

3:
Density functional theory data (ωB97M-V/def2-TZVPD) for an isolated ion of composition CH4N3 and charge +1.

Last column: Mulliken charge in e.
CARTESIAN COORDINATES (ANGSTROEM)
1 N 0.7802 -0.4599 -0.2753  -0.2514
2 N -0.6525 -0.4418 -0.2132  -0.2387
3 C -1.2628 0.7683 0.4033  0.2800
4 N -1.1334 -0.2055 1.1480  -0.2868
5 H 1.2393 0.1199 0.4526  0.3900
6 H 1.1151 0.0411 -1.1046  0.3612
7 H 1.0747 -1.5483 -0.3086  0.4224
8 H -1.1606 1.7261 -0.1021  0.3232

Calculated values
- molar mass (g mol⁻¹) = 58.06
- Kohn-Sham gap (eV) = 11.28
- 2S+1 = 1
- LUMO energy (Eh) = -0.1755
- total charge = +1
- highest occupied orbital energy (eV) = -16.05

***

4:
Density functional theory data (ωB97M-V/def2-TZVPD) for a 2-piece molecular cluster, CH4N3 overall.

Last column: Mulliken charge in e.
CARTESIAN COORDINATES (ANGSTROEM)
1 C 0.9887 0.0437 -1.1433  -0.0825
2 N 1.8241 0.8115 -1.5160  -0.0659
3 N -0.9262 -0.9484 -0.2424  -0.3201
4 N -0.9718 -0.3926 0.9610  -0.1057
5 H 2.6033 1.3381 -1.9281  0.3604
6 H -0.1526 -0.2807 1.6520  0.3907
7 H -1.7944 -1.0446 1.3054  0.4333
8 H -1.5711 0.4730 0.9114  0.3898

Calculated values
- molar mass (g mol⁻¹) = 58.06
- Kohn-Sham gap (alpha / beta) (eV) = 9.11 / 9.23
- 2S+1 = 1
- LUMO energy (alpha / beta) (Eh) = -0.2278 / -0.2328
- total charge = +1
- highest occupied orbital energy (alpha / beta) (eV) = -15.31 / -15.56

***

Most stable of them? 2.

***

1:
Density functional theory data (ωB97M-V/def2-TZVPD) for an isolated ion of composition CH4N3 and charge +1.

Last column: Mulliken charge in e.
CARTESIAN COORDINATES (ANGSTROEM)
1 N 0.4934 0.4663 0.1178  -0.2949
2 N -0.9714 0.3714 0.6330  -0.1954
3 C -1.7606 -0.6399 0.1190  0.2998
4 N -2.0325 0.5157 -0.4270  -0.2692
5 H 0.7824 0.9254 -0.7466  0.3627
6 H 0.9633 -0.5299 0.0917  0.4054
7 H 0.7563 1.0752 0.8475  0.3517
8 H -1.7238 -1.7767 0.2000  0.3399

Calculated values
- molar mass (g mol⁻¹) = 58.06
- Kohn-Sham gap (eV) = 10.95
- 2S+1 = 1
- LUMO energy (Eh) = -0.1849
- total charge = +1
- highest occupied orbital energy (eV) = -15.98

***

2:
Density functional theory data (ωB97M-V/def2-TZVPD) for an isolated ion of composition CH4N3 and charge +1.

Last column: Mulliken charge in e.
CARTESIAN COORDINATES (ANGSTROEM)
1 N -0.9841 0.3964 -0.0869  -0.3603
2 N 0.5000 0.0869 -0.5654  -0.0983
3 C 1.2957 -0.8686 0.1337  0.2444
4 N 1.3790 0.4426 0.4965  -0.2764
5 H -1.6381 0.5160 -0.9173  0.3763
6 H -0.9724 1.3762 0.0723  0.3560
7 H -1.3289 -0.0965 0.8076  0.4008
8 H 1.7489 -1.8528 0.0595  0.3576

Calculated values
- molar mass (g mol⁻¹) = 58.06
- Kohn-Sham gap (eV) = 10.07
- 2S+1 = 1
- LUMO energy (Eh) = -0.2030
- total charge = +1
- highest occupied orbital energy (eV) = -15.59

***

Most stable of them? 1.

***

1:
Density functional theory data (ωB97M-V/def2-TZVPD) for a single C25H31N3O7 molecule.

Last column: Mulliken charge in e.
CARTESIAN COORDINATES (ANGSTROEM)
1 C 0.3613 3.4936 -7.9274  -0.6579
2 O 0.1037 3.0946 -6.5920  -0.3409
3 C 0.7809 1.9923 -6.1727  0.2250
4 O 1.5405 1.3856 -6.8913  -0.6439
5 C 0.4567 1.6759 -4.7978  -0.0300
6 N -0.4402 2.4262 -4.0728  0.0600
7 C -0.5562 1.9427 -2.8250  -0.1905
8 C -1.4977 2.5291 -1.8435  -1.6397
9 C 0.2830 0.8356 -2.7233  0.4920
10 C 0.4658 -0.0200 -1.5618  1.7747
11 O 0.3556 -1.3284 -1.8350  -0.6588
12 C 0.7550 0.4551 -0.3191  -0.7033
13 C 1.0810 1.8126 0.0597  0.8474
14 O 1.0690 2.8281 -0.6078  -0.7081
15 C 1.5430 1.7409 1.5103  0.2391
16 O 1.9740 2.6447 2.1959  -0.6764
17 N 1.4127 0.4539 1.9137  0.5344
18 C 1.9983 -0.0509 3.1279  -0.8953
19 C 1.0010 -0.3961 4.2662  -0.8537
20 N 0.6796 0.6460 5.2100  -0.0126
21 C -0.0683 1.7533 4.6512  -0.7580
22 C 1.8071 1.1083 5.9912  -0.9754
23 C 0.8835 -0.4314 0.9028  -1.5820
24 C -0.4838 -0.9790 1.2648  0.3432
25 C -1.4647 -0.1125 1.7274  -0.1865
26 C -2.7094 -0.5995 2.0613  -1.8094
27 C -2.9896 -1.9473 1.9119  -0.4667
28 C -2.0417 -2.8264 1.4034  0.6631
29 O -2.2856 -4.1539 1.1843  -0.3671
30 C -3.5451 -4.6778 1.5294  -1.0141
31 C -0.7654 -2.3327 1.0762  1.0020
32 O 0.2530 -3.0631 0.5018  -0.4877
33 C 0.3543 -4.4571 0.7200  -0.9829
34 C 0.9131 0.6541 -3.9804  0.4981
35 C 1.9050 -0.3942 -4.3309  -1.3814
36 H 0.0841 2.6980 -8.6224  0.2941
37 H 1.4217 3.7186 -8.0591  0.2941
38 H -0.2419 4.3811 -8.1021  0.2386
39 H -0.9087 3.2386 -4.4400  0.2072
40 H -1.8233 1.7742 -1.1320  0.2161
41 H -2.3642 2.9524 -2.3478  0.5198
42 H -0.9918 3.3191 -1.2859  0.2940
43 H 0.4861 -1.8905 -1.0521  0.4688
44 H 2.6934 0.7160 3.4790  0.6437
45 H 2.5670 -0.9534 2.8785  0.3410
46 H 0.0650 -0.7488 3.8254  0.3132
47 H 1.4333 -1.2200 4.8425  0.3451
48 H 0.5207 2.3673 3.9578  0.2909
49 H -0.9448 1.3630 4.1368  0.1614
50 H -0.4034 2.3898 5.4701  0.4005
51 H 2.4932 1.7564 5.4285  0.3158
52 H 2.3608 0.2506 6.3707  0.3276
53 H 1.4266 1.6782 6.8389  0.3518
54 H 1.5832 -1.2661 0.7534  0.6509
55 H -1.2323 0.9366 1.8257  0.8703
56 H -3.4737 0.0639 2.4347  0.4380
57 H -3.9706 -2.3069 2.1745  0.4624
58 H -3.4941 -5.7372 1.2827  0.2501
59 H -3.7497 -4.5654 2.5986  0.3929
60 H -4.3476 -4.2110 0.9503  0.3744
61 H 1.3647 -4.7213 0.4073  0.3150
62 H 0.2223 -4.7046 1.7744  0.3261
63 H -0.3708 -5.0098 0.1218  0.2776
64 H 2.2008 -0.2860 -5.3696  0.3799
65 H 2.7862 -0.3026 -3.6967  0.3060
66 H 1.4784 -1.3827 -4.1727  0.2762

Calculated values
- molar mass (g mol⁻¹) = 485.54
- Kohn-Sham gap (eV) = 8.11
- 2S+1 = 1
- LUMO energy (Eh) = 0.0016
- highest occupied orbital energy (eV) = -8.06

***

2:
Density functional theory data (ωB97M-V/def2-TZVPD) for a single C25H31N3O7 molecule.

Last column: Mulliken charge in e.
CARTESIAN COORDINATES (ANGSTROEM)
1 C 7.5651 1.6920 0.8060  -0.7044
2 O 6.2485 1.3071 0.4432  -0.2908
3 C 6.0389 -0.0201 0.3577  0.1780
4 O 6.9095 -0.8406 0.5650  -0.6628
5 C 4.6846 -0.3886 -0.0086  0.2639
6 N 4.3986 -1.7304 -0.1080  0.0673
7 C 3.1128 -1.9193 -0.4394  -0.0518
8 C 2.5524 -3.2739 -0.6457  -1.7883
9 C 2.5297 -0.6603 -0.5740  0.5770
10 C 1.1623 -0.3425 -0.9551  1.3164
11 O 1.0850 0.5883 -1.9194  -0.6772
12 C 0.0619 -0.9204 -0.4023  -0.4858
13 C 0.0041 -1.8362 0.7184  0.8190
14 O 0.8954 -2.2217 1.4469  -0.7014
15 C -1.4537 -2.2808 0.8185  0.4069
16 O -1.9202 -3.1335 1.5417  -0.6908
17 N -2.1405 -1.5890 -0.1231  0.3694
18 C -3.5241 -1.8369 -0.4234  -0.6379
19 C -4.4796 -0.7759 0.1694  -0.6490
20 N -5.8890 -1.0769 0.0724  0.0139
21 C -6.3141 -2.2080 0.8689  -1.0017
22 C -6.3862 -1.1540 -1.2830  -0.9691
23 C -1.3609 -0.5880 -0.8101  -1.3963
24 C -1.7107 0.8182 -0.3517  0.8809
25 C -1.8955 1.0805 0.9899  -0.1186
26 C -2.2343 2.3574 1.4391  -0.2067
27 O -2.4012 2.4886 2.7799  -0.4176
28 C -2.7468 3.7515 3.2957  -0.9437
29 C -2.3773 3.3775 0.5083  -0.8639
30 C -2.1619 3.1298 -0.8393  -1.0126
31 C -1.8197 1.8637 -1.2788  1.0556
32 O -1.5399 1.5376 -2.5931  -0.4799
33 C -1.6567 2.5445 -3.5721  -1.0864
34 C 3.5298 0.3119 -0.3147  0.3618
35 C 3.3307 1.7849 -0.3343  -1.3016
36 H 7.5692 2.7788 0.8252  0.2263
37 H 7.8222 1.2897 1.7883  0.3080
38 H 8.2858 1.3180 0.0757  0.3025
39 H 5.0867 -2.4435 0.0799  0.2318
40 H 3.3189 -3.9538 -1.0117  0.5226
41 H 1.7252 -3.2432 -1.3501  0.3274
42 H 2.1672 -3.6533 0.3026  0.3089
43 H 0.1653 0.8063 -2.1529  0.4827
44 H -3.7560 -2.8122 0.0130  0.4609
45 H -3.6450 -1.8843 -1.5110  0.1124
46 H -4.2389 -0.6508 1.2279  0.2988
47 H -4.3110 0.1824 -0.3314  0.1604
48 H -7.4017 -2.1874 0.9447  0.3628
49 H -6.0192 -3.1787 0.4452  0.3652
50 H -5.8936 -2.1219 1.8683  0.3006
51 H -6.0711 -2.0643 -1.8152  0.3505
52 H -7.4759 -1.1401 -1.2542  0.3537
53 H -6.0443 -0.2838 -1.8414  0.2666
54 H -1.5289 -0.6710 -1.8927  0.7407
55 H -1.7870 0.2922 1.7182  0.5464
56 H -3.7105 4.0945 2.9058  0.3573
57 H -1.9774 4.4993 3.0778  0.3621
58 H -2.8223 3.6174 4.3733  0.2676
59 H -2.6471 4.3766 0.8096  0.4709
60 H -2.2653 3.9469 -1.5349  0.4575
61 H -2.6770 2.9341 -3.6242  0.3469
62 H -1.4047 2.0642 -4.5161  0.2957
63 H -0.9578 3.3647 -3.3849  0.3716
64 H 4.1954 2.2870 0.0860  0.3369
65 H 3.1821 2.1270 -1.3575  0.2521
66 H 2.4425 2.0491 0.2379  0.2802

Calculated values
- molar mass (g mol⁻¹) = 485.54
- Kohn-Sham gap (eV) = 8.26
- 2S+1 = 1
- LUMO energy (Eh) = 0.0038
- highest occupied orbital energy (eV) = -8.15

***

Most stable of them? 2.